The following is a quantum chemistry calculation of a molecular structure, C44H45CaFN7O7SSb, from the Open Molecules 2025 dataset.

```
107
Properties=species:S:1:pos:R:3
H -1.677 4.721 -0.090
C -3.667 4.597 2.644
C 0.504 1.657 4.015
N 4.264 2.054 -6.521
N -1.709 -3.888 3.366
H -0.188 3.687 3.813
H -1.363 1.705 6.380
H -0.030 -4.189 4.578
H -3.008 -2.629 -2.993
C -4.001 0.229 4.838
C -2.141 2.714 2.618
Ca -0.612 -3.053 1.485
C -2.361 1.305 6.235
C 5.517 1.457 -5.935
O -3.472 -2.610 4.177
O 0.030 -2.274 -0.665
O 0.567 -2.017 3.168
N 3.829 1.237 -4.232
H -4.274 -0.247 3.905
H 4.461 -4.878 -3.615
C 0.851 -5.178 -0.527
H -2.972 1.736 8.244
C -4.901 0.243 5.894
C 1.874 -1.690 -1.963
H 3.816 3.253 5.235
H 4.637 3.815 -5.470
H -2.845 -4.770 0.553
C -3.713 -3.605 2.035
H 5.723 0.365 -4.074
C -3.540 0.768 -1.379
C 5.261 1.283 -4.425
H -5.241 0.795 7.939
C 4.097 -3.920 -3.983
C -3.153 -1.647 -2.556
C 2.439 -4.333 -2.250
C 3.243 0.249 -3.398
H -4.469 5.137 3.131
H -4.380 -2.753 1.903
H 0.925 -0.068 -0.934
C -2.895 0.720 -2.605
C -0.844 -3.470 4.482
C 2.768 1.429 4.804
H 5.714 2.112 -3.867
F 2.268 1.897 -2.020
H 4.158 -1.358 -4.454
H 4.251 -4.475 -6.066
H 3.409 3.221 -3.535
H 2.128 2.422 -4.442
C 0.635 3.041 4.089
C 1.581 0.852 4.376
C -2.400 1.933 -3.331
H -0.841 2.635 0.908
C 1.822 3.615 4.528
O -1.507 1.875 -4.163
Sb -1.366 0.832 3.418
H 6.337 2.139 -6.154
H 4.401 2.338 -7.489
C 3.773 3.179 -5.656
H 3.550 1.321 -6.483
H 1.903 4.694 4.589
H -3.674 1.690 -0.826
H 4.956 -3.247 -3.985
H 5.685 0.511 -6.447
S -1.598 -0.275 1.410
C 2.859 -2.082 -2.877
H 2.663 -4.770 -5.352
H -3.739 3.145 -2.327
H -1.398 -3.379 5.418
N -2.920 -3.790 0.794
C 1.038 -2.678 -1.260
C 2.371 0.601 -2.365
C -3.984 -0.426 -0.818
H 1.496 -0.221 4.298
N -3.041 3.090 -3.046
N -3.807 -1.610 -1.395
C -2.911 -3.313 3.324
H 3.026 3.747 -6.204
O -0.740 -1.064 4.676
H 3.142 -3.127 -5.766
C 1.647 -0.340 -1.696
C -2.735 0.767 5.010
C -1.626 3.191 1.411
C -3.165 3.434 3.224
H -3.374 -3.307 0.026
H -3.517 5.977 1.007
H -4.486 -0.435 0.140
H 3.600 0.791 5.078
C -3.136 5.065 1.452
H -3.588 3.091 4.161
C 3.494 -1.091 -3.642
O 0.802 -6.279 -1.069
C -0.260 -2.094 4.118
O 0.524 -4.838 0.648
C -2.107 4.359 0.838
H -2.693 3.937 -3.460
C -2.687 -0.520 -3.201
C -4.537 0.793 7.115
H -2.164 -0.587 -4.145
C 3.209 2.545 -4.371
N 3.125 -3.429 -3.012
H 2.710 -5.371 -2.404
H -5.881 -0.198 5.766
C -3.265 1.321 7.288
H -4.336 -4.481 2.237
C 3.505 -4.079 -5.376
C 2.891 2.809 4.888
C 1.468 -4.042 -1.356
```

Values from the calculation:
Orbital gap ... 4.64 eV
Total charge ... 0